Entry 1:
Formula: C5H8ClNO3S
Source: the OMol25 dataset
Level of theory: ωB97M-V/def2-TZVPD

```
! wB97M-V def2-TZVPD RIJCOSX def2/J DEFGRID3
* xyz 0 1
C -1.15 0.33 -0.95
O -2.15 -0.79 1.57
H -1.97 -0.40 -0.85
N 0.37 -0.24 0.89
C 1.41 0.82 -0.59
Cl -0.30 -0.33 3.62
O 1.71 1.40 1.84
O -1.40 1.52 1.78
C 0.47 -1.53 -1.15
H 2.31 0.16 -0.81
H -0.11 -2.30 -1.00
H 1.53 -1.69 -0.97
C 1.28 0.83 0.94
H -1.47 1.14 -0.40
H -1.22 0.73 -2.03
C 0.16 -0.17 -0.53
H 0.19 -1.41 -2.22
H 1.47 1.83 -1.04
S -1.13 0.09 1.91
*
```

Properties
SMILES ... CC1(C)CC(=O)N1S(=O)(=O)Cl
Energy ... -1334.093150 hartree
HOMO level ... -10.2343 eV
Lowest unoccupied orbital energy ... 0.198 eV
Orbital gap ... 10.433 eV
Energy above the lowest of the compared OMol25 structures with the same formula, charge and spin ... 9.3 kcal/mol

=====

Entry 2:
Formula: C3H5N2
Source: the OMol25 dataset
Level of theory: ωB97M-V/def2-TZVPD

```
! wB97M-V def2-TZVPD RIJCOSX def2/J DEFGRID3
* xyz 1 1
H 2.33 -0.46 0.17
C 1.58 0.37 -0.10
H 1.93 1.35 0.09
H -0.99 -1.92 -0.71
C -1.86 0.06 -0.11
N -0.76 -1.09 -0.12
H -0.66 -1.36 0.85
H -0.96 1.96 0.15
C 0.28 0.14 -0.13
N -0.89 0.96 -0.10
*
```

Properties
Energy ... -226.407478 hartree
HOMO level ... -15.3600 eV
Lowest unoccupied orbital energy ... -4.798 eV
Orbital gap ... 10.562 eV
Energy above the lowest of the compared OMol25 structures with the same formula, charge and spin ... 116.0 kcal/mol

=====

Question: Look up the energy of the second one.
Answer: -226.407478 hartree